Record 1
The following is a DFT calculation (wB97M-V/def2-TZVPD) of a structure of composition C39H30BrIN6O2PYb in a non-equilibrium geometry.

Structure (ORCA input):
```
! wB97M-V def2-TZVPD RIJCOSX def2/J DEFGRID3
* xyz 2 2
Yb -0.20533 1.68101 -0.58305
I -0.23874 1.25099 -3.55429
C -1.77224 -0.13440 -4.27568
C -2.03838 0.15426 -5.58254
C -2.88629 -0.67093 -6.33302
C -3.41048 -1.77617 -5.73885
C -3.17497 -2.06106 -4.37371
C -3.81396 -3.19679 -3.83231
C -3.70892 -3.50868 -2.51110
C -2.93934 -2.67558 -1.69616
C -2.25594 -1.57164 -2.17164
P -1.39789 -0.72071 -0.77798
C -0.39636 -2.01870 0.01287
C -0.00539 -1.79635 1.33831
C 0.85966 -2.67889 1.96439
C 1.36315 -3.76562 1.26150
C 0.99855 -3.97453 -0.06081
C 0.11844 -3.10487 -0.69101
C -2.75438 -0.34786 0.38594
C -3.41447 0.86370 0.15754
C -4.46630 1.25347 0.96927
C -4.85936 0.43744 2.02057
C -4.21232 -0.76952 2.24814
C -3.16087 -1.16635 1.43549
C -2.34287 -1.21570 -3.55521
H -1.57894 1.01186 -6.05500
H -3.09489 -0.42865 -7.36527
H -4.03299 -2.46178 -6.29888
H -4.40843 -3.80592 -4.50123
H -4.21331 -4.36772 -2.09197
H -2.87418 -2.91452 -0.64448
H -0.40447 -0.94678 1.88477
H 1.13651 -2.52949 3.00043
H 2.03516 -4.45737 1.75195
H 1.39260 -4.82271 -0.60510
H -0.17498 -3.28004 -1.71721
H -3.14387 1.47762 -0.70221
H -4.98805 2.18290 0.78113
H -5.67923 0.73946 2.65804
H -4.52890 -1.40577 3.06379
H -2.65220 -2.10008 1.63954
Br -4.27285 7.90107 0.04751
C -3.17782 6.68141 0.97858
C -2.90071 6.87854 2.33248
N -2.15162 6.04311 3.04036
C -1.64315 4.97952 2.44423
C -1.85324 4.71206 1.09059
C -2.63980 5.58602 0.33843
C -1.23921 3.54957 0.46313
O -0.76499 2.58074 1.15196
O -1.15392 3.45106 -0.81767
H -3.29935 7.74239 2.85155
H -1.03937 4.31645 3.05352
H -2.82738 5.39993 -0.71068
C 2.76657 -0.68411 -0.48769
C 3.02546 0.77673 -0.41497
N 2.11697 1.73858 -0.58520
C 2.80224 2.94537 -0.47511
C 4.10299 2.69309 -0.21338
N 4.23033 1.32332 -0.18380
C 5.43183 0.59622 0.22537
N 5.29504 0.12203 1.56770
N 5.17108 1.03662 2.57310
N 4.95129 0.43022 3.66245
C 4.92128 -0.92958 3.43177
C 4.71708 -1.99992 4.30240
C 4.73679 -3.26473 3.75790
C 4.95977 -3.47165 2.38561
C 5.16865 -2.42519 1.51131
C 5.14072 -1.14583 2.06315
H 1.84947 -0.87797 -1.04027
H 2.67885 -1.12259 0.50779
H 3.57982 -1.19694 -1.00108
H 2.31844 3.89789 -0.61666
H 4.92598 3.36303 -0.03510
H 6.26836 1.28759 0.15386
H 5.60757 -0.24921 -0.43460
H 4.56370 -1.83140 5.35952
H 4.60154 -4.12590 4.39853
H 4.98457 -4.48533 2.00652
H 5.37219 -2.59970 0.46192
*
```

Calculated values
energy relative to the best compared isomer or geometry (same formula, charge and spin): 4.7 kcal per mole
DFT total energy: -172915.7917 eV
HOMO-LUMO gap (spin up / spin down): 0.282 / 0.263 hartree

These are the Mulliken partial charges, in e, on atoms 1 to 6: number 1, Yb, carries 0.479; number 2, I, carries 0.243; number 3, C, carries -0.024; number 4, C, carries -0.727; number 5, C, carries -0.908; number 6, C, carries -0.866



Record 2
The following is a DFT calculation (wB97M-V/def2-TZVPD) of the ion C4H8N with charge +1 in a non-equilibrium geometry.

Structure (ORCA input):
```
! wB97M-V def2-TZVPD RIJCOSX def2/J DEFGRID3
* xyz 1 1
N 0.32033 1.07455 0.95571
C 0.45687 0.27931 -0.28880
C 0.82264 -1.36412 -0.02264
C -0.39226 -1.62213 -0.48335
C -0.85074 -0.21944 -0.94854
H -0.52509 1.55637 0.66924
H 1.17420 1.59167 1.21639
H 0.21998 0.55502 1.79160
H 1.21559 0.90407 -0.80770
H 1.53728 -1.75502 0.61143
H -0.81915 -2.65686 -0.62990
H -0.89521 -0.15965 -1.99143
H -1.94836 0.03162 -0.49444
*
```

Calculated values
energy relative to the best compared isomer or geometry (same formula, charge and spin): 41.9 kcal per mole
DFT total energy: -5758.0451 eV
structure (SMILES): [NH3+][C@H]1C=CC1
HOMO-LUMO gap: 0.397 hartree

These are the Mulliken partial charges, in e, on atoms 1 to 6: number 1, N, carries -0.279; number 2, C, carries -0.043; number 3, C, carries -0.593; number 4, C, carries -0.112; number 5, C, carries -0.832; number 6, H, carries 0.352



Record 3
The following is a DFT calculation (wB97M-V/def2-TZVPD) of a structure of composition C9H30BN3NdP2 in a non-equilibrium geometry.

Structure (ORCA input):
```
! wB97M-V def2-TZVPD RIJCOSX def2/J DEFGRID3
* xyz 2 5
Nd 0.35180 -0.15021 1.13296
H 2.29064 0.12244 -2.53634
H -0.68425 -0.03432 -1.05097
P 0.91391 -2.68713 -0.11203
P 0.83323 2.60021 -0.02164
C 2.47868 3.42071 0.13188
H 2.36661 4.51154 0.24457
H 3.01965 3.02945 1.00167
H 3.08997 3.24033 -0.76292
C 0.35043 3.37079 -1.60403
H -0.71239 3.61912 -1.61119
H 0.90923 4.29731 -1.80335
H 0.54560 2.63947 -2.39115
C -0.10051 3.76047 1.06119
H -0.09920 3.38653 2.09208
H 0.35664 4.76132 1.03336
H -1.13536 3.83552 0.70503
C 1.47476 -3.19615 -1.76704
H 1.24879 -4.26605 -1.90771
H 0.95354 -2.57875 -2.50748
H 2.55886 -3.04285 -1.84530
C 2.17371 -3.66102 0.84562
H 2.04682 -3.51432 1.93552
H 2.07466 -4.73859 0.59660
H 3.17318 -3.30739 0.52869
C -0.56703 -3.80685 0.04655
H -1.30528 -3.52265 -0.72663
H -0.22303 -4.84752 -0.12389
H -1.01982 -3.71146 1.05470
H -1.97283 -0.73154 -2.02629
H -1.87872 0.87100 -1.93192
H -0.58551 0.95909 -3.99132
H -0.53655 -1.15697 -3.76682
B -0.74237 -0.05554 -3.40760
N -1.28869 0.03551 -1.97849
H 2.20102 0.15671 -3.30340
H 1.59177 1.01360 2.30387
N -3.11536 -0.65820 1.94920
C -3.62340 -0.29197 3.13277
C -2.61133 0.31576 3.86915
C -1.48305 0.31137 3.06229
N -1.79284 -0.27784 1.84425
H -3.69059 -1.02216 1.17752
H -4.67185 -0.49693 3.28296
H -2.67808 0.75757 4.85585
H -0.48543 0.74060 3.28923
*
```

Calculated values
energy relative to the best compared isomer or geometry (same formula, charge and spin): 5.8 kcal per mole
DFT total energy: -48801.4215 eV
HOMO-LUMO gap (spin up / spin down): 0.212 / 0.287 hartree

These are the Mulliken partial charges, in e, on atoms 1 to 6: number 1, Nd, carries 0.758; number 2, H, carries -0.170; number 3, H, carries -0.375; number 4, P, carries 0.555; number 5, P, carries 0.794; number 6, C, carries -1.275



Record 4
The following is a DFT calculation (wB97M-V/def2-TZVPD) of a structure of composition C11H17BiN3O4 in a non-equilibrium geometry.

Structure (ORCA input):
```
! wB97M-V def2-TZVPD RIJCOSX def2/J DEFGRID3
* xyz 3 1
Bi 0.02823 -0.45544 -1.73230
O -0.00294 3.35593 -2.11018
C 0.00998 2.23120 -2.20240
C 0.00974 -2.72882 -2.09637
O 0.00659 -3.88296 -1.95340
C 2.43456 -0.11162 -2.07423
O 3.56310 0.03937 -1.93663
C -2.39570 -0.12055 -2.07290
O -3.51935 0.01842 -1.93307
C -0.00258 0.66622 -5.30484
H -0.93660 1.21492 -5.18953
H 0.93030 1.21877 -5.19724
C 0.00005 -0.65930 -5.40584
H 0.92929 -1.23445 -5.38137
H -0.92596 -1.23881 -5.37211
C -0.08988 2.53317 1.68618
N -0.04546 1.27553 2.44744
C -0.04903 1.37727 3.89690
C -0.01182 0.10964 1.75581
N -0.04259 0.27019 0.40937
N 0.04629 -1.15190 2.24269
C 0.06036 -1.59359 3.62253
C 0.08124 -2.28402 1.30370
H -0.10771 3.33114 2.41211
H -0.98734 2.62218 1.06257
H 0.78924 2.67536 1.04727
H -0.92816 0.87287 4.30658
H 0.86836 0.94510 4.30541
H -0.08994 2.44793 4.14762
H -0.09736 1.27489 0.18405
H -0.81819 -2.22005 3.80763
H 0.97391 -2.16878 3.80262
H 0.03964 -0.76352 4.30680
H -0.81964 -2.36611 0.68683
H 0.96540 -2.28678 0.65751
H 0.13400 -3.21341 1.87079
*
```

Calculated values
energy relative to the best compared isomer or geometry (same formula, charge and spin): 0.9 kcal per mole
DFT total energy: -30147.3554 eV
HOMO-LUMO gap: 0.207 hartree

These are the Mulliken partial charges, in e, on atoms 1 to 6: number 1, Bi, carries 1.359; number 2, O, carries -0.026; number 3, C, carries 0.045; number 4, C, carries 0.216; number 5, O, carries -0.022; number 6, C, carries 0.223



Record 5
The following is a DFT calculation (wB97M-V/def2-TZVPD) of a cluster of 2 separate species, C6H14NO in total in a non-equilibrium geometry.

Structure (ORCA input):
```
! wB97M-V def2-TZVPD RIJCOSX def2/J DEFGRID3
* xyz 1 1
C 3.26755 1.23547 1.22599
C 1.34886 0.04256 -1.36484
C -1.05699 0.60899 1.30762
C -1.81761 -0.02821 -0.91536
C -0.26154 -1.42604 0.39179
C 0.42655 0.69310 -0.50573
N -0.69470 -0.04976 0.10134
O 3.67955 0.43174 0.46109
H 3.60079 2.02131 1.89533
H 2.14551 -0.52598 -0.92518
H 1.94650 0.76502 -1.99268
H 0.72350 -0.71153 -2.00103
H -1.55141 1.56421 0.89083
H -1.76314 -0.03440 1.86093
H -0.21106 0.68303 1.98796
H -2.20104 -1.02147 -1.40252
H -2.63274 0.41758 -0.42636
H -1.56596 0.60759 -1.69115
H 0.82898 -1.51117 0.44996
H -0.68276 -1.90133 1.22820
H -0.62354 -2.07737 -0.39516
H 0.25398 1.73916 -0.44985
*
```

Calculated values
energy relative to the best compared isomer or geometry (same formula, charge and spin): 130.7 kcal per mole
DFT total energy: -9974.5783 eV
HOMO-LUMO gap (spin up / spin down): 0.268 / 0.354 hartree

These are the Mulliken partial charges, in e, on atoms 1 to 6: number 1, C, carries 0.012; number 2, C, carries -1.349; number 3, C, carries -1.062; number 4, C, carries -0.808; number 5, C, carries -0.919; number 6, C, carries -0.254



Among the records above, which one has the lowest energy relative to the best compared isomer or geometry (same formula, charge and spin)? C11H17BiN3O4